The following is a quantum chemistry calculation of 3 unconnected molecules or ions with the total composition C5H15NO2, from OMol25.

Each line ends with the Löwdin charge.
Geometry (Å):
C  -0.59883  0.78341  -2.14069  -0.11
C  -0.03405  0.51022  -0.78269  -0.17
C  -0.67124  0.71297  0.35554  -0.14
C  -0.09533  0.47088  1.72813  -0.19
C  -1.02521  -0.41633  2.56765  -0.30
N  -0.31222  -1.46859  3.25181  -0.02
H  -1.22753  1.67200  -2.09848  0.07
H  -1.14209  -0.03486  -2.60794  0.07
H  0.17445  1.08714  -2.85123  0.06
H  0.90478  -0.04027  -0.74081  0.10
H  -1.67875  1.11198  0.39541  0.11
H  0.84368  -0.05463  1.57813  0.10
H  0.10576  1.41278  2.21429  0.11
H  -1.76712  -0.84982  1.88177  0.10
H  -1.58948  0.18385  3.26793  0.10
H  -0.87402  -2.17494  3.68770  0.06
H  0.56678  -1.78460  2.87965  0.06
O  0.10527  4.80986  -0.92962  -0.06
H  0.55039  4.40610  -1.68384  0.03
H  -0.71832  5.16699  -1.28676  0.03
O  2.07533  -5.12711  -2.95198  -0.06
H  1.73874  -4.57173  -3.65618  0.03
H  2.98775  -4.89699  -2.72969  0.04

Computed properties:
maximum force	0.0203	hartree/bohr
calculated total energy	-11012.23053	eV
LUMO level	0.02627	Ha
SMILES	C/C=C/CCN.O.O
gap between HOMO and LUMO	9.3	eV
charge	0
relative energy (zero: lowest compared OMol25 entry of this formula, charge and spin)	165.54	kJ/mol
M	121.18	g mol⁻¹